110
Properties=species:S:1:pos:R:3:mulliken_charge:R:1 method="wB97M-V/def2-TZVPD" gap_ev=7.0 total_charge=-1 lumo_ev=1.6 homo_energy_ev=-5.33 spin_multiplicity=1
C 4.69181 -3.14825 2.50493 -0.46
C 3.38925 -3.27983 2.65206 -0.21
C 1.77926 -3.05427 2.50289 -0.62
Nb 1.23149 -1.42593 0.97868 -1.13
C 2.94794 -2.16937 -0.29170 -0.42
C 2.83786 -1.98591 -1.87209 -0.42
O 2.88247 -3.31986 -2.51158 -0.46
C 2.58808 -0.01958 2.23750 -0.73
C 1.78185 1.23165 2.87607 0.02
O 0.70858 0.85365 3.79281 -0.29
C -0.49587 1.57709 3.50591 0.67
C -1.89069 0.87599 3.06977 -0.76
O -0.49596 2.85251 3.63432 -0.63
O 0.64971 0.08586 -0.32190 -0.64
C 1.68468 0.97505 -0.77327 -0.02
C 1.23671 2.54849 -0.59630 0.06
C 2.52093 3.45396 -0.22453 -0.80
C -0.31849 -2.86731 0.01450 1.02
C -0.53982 -2.88290 -1.54372 0.18
C -1.69098 -3.91815 -1.98564 -0.80
C -2.35599 -4.69982 -0.81300 0.04
N -2.11269 -4.67924 0.60240 -0.53
C -1.10979 -3.75058 1.04173 -0.60
H 5.80684 -3.02417 2.22532 0.31
H 1.37412 -4.10517 2.23559 0.38
H 1.40614 -2.81079 3.57275 0.40
H -0.11831 -0.91961 2.08871 0.40
H 3.04419 -3.31808 -0.09954 0.40
H 3.95012 -1.72674 0.11375 0.21
H 3.82621 -1.46650 -2.22196 0.28
H 1.98722 -1.32558 -2.26054 0.08
H 3.01994 -3.08354 -3.47163 0.28
H 3.50262 0.28969 1.59749 0.21
H 3.04294 -0.57912 3.15622 0.45
H 1.35285 1.96893 2.11159 -0.14
H 2.57162 1.83750 3.48860 0.23
H -2.80684 1.55250 3.23822 0.31
H -1.79300 0.67084 1.92573 0.16
H -2.01690 -0.16895 3.55719 0.35
H 2.74873 0.76544 -0.40514 0.15
H 1.73572 0.84546 -1.93679 -0.07
H 0.73449 2.90976 -1.58498 0.43
H 0.39579 2.57017 0.20817 -0.09
H 3.48356 2.80956 -0.15185 0.27
H 2.70263 4.21120 -1.08998 0.04
H 2.34283 3.96366 0.78914 0.29
H -0.02080 -2.23871 -2.32668 0.27
H -1.99296 -4.05703 -3.09953 0.22
H -3.20150 -5.43045 -1.14585 0.18
H -0.90074 -3.69294 2.18273 0.33
N 4.15675 4.09018 -4.13306 0.02
C 4.18830 5.31232 -4.75138 -0.63
C 3.07520 5.41220 -5.55063 -0.44
C 2.34182 4.20857 -5.40481 -0.47
C 3.03163 3.41323 -4.52209 -0.52
H 4.85243 3.74334 -3.49106 0.23
H 4.99874 6.00273 -4.57085 0.53
H 2.81684 6.25869 -6.17049 0.42
H 1.41158 3.95246 -5.89121 0.41
H 2.82014 2.42569 -4.13887 0.46
N -1.75633 5.07899 1.73022 0.16
C -1.71560 6.29862 1.10968 -0.68
C -2.82672 6.40440 0.30711 -0.34
C -3.56747 5.20637 0.45387 -0.61
C -2.88381 4.40861 1.34056 -0.21
H -1.06296 4.72795 2.37594 0.23
H -0.90086 6.98412 1.29072 0.40
H -3.07822 7.25129 -0.31537 0.40
H -4.49828 4.95470 -0.03419 0.39
H -3.10184 3.42351 1.72551 0.27
N 5.45522 7.53588 -1.39967 0.01
C 4.23673 7.12049 -1.86849 -0.05
C 3.29357 8.03498 -1.46649 -0.74
C 3.96812 9.04246 -0.73319 -0.40
C 5.30111 8.70987 -0.71065 -0.55
H 6.32888 7.05357 -1.54040 0.20
H 4.14634 6.21237 -2.44409 0.31
H 2.23517 7.98473 -1.67811 0.43
H 3.52736 9.91519 -0.27299 0.39
H 6.15071 9.20506 -0.26400 0.39
N -5.09158 -5.85820 0.85383 0.12
C -5.89027 -5.01544 1.57591 -0.21
C -7.14201 -5.57923 1.65526 -0.41
C -7.09318 -6.81142 0.95918 -0.54
C -5.81365 -6.95817 0.47760 -0.55
H -4.11936 -5.69250 0.63426 0.35
H -5.50130 -4.08832 1.96918 0.23
H -7.99693 -5.15175 2.15979 0.39
H -7.90329 -7.51409 0.82520 0.38
H -5.35707 -7.74844 -0.10000 0.35
N -6.20099 -1.69680 3.32545 0.10
C -6.51079 -0.62996 4.12675 -0.64
C -6.16832 0.51886 3.45473 -0.40
C -5.63771 0.13124 2.19949 -0.52
C -5.67285 -1.24138 2.14618 -0.38
H -6.34071 -2.66606 3.56581 0.19
H -6.94554 -0.77999 5.10392 0.40
H -6.28783 1.52682 3.82557 0.40
H -5.27100 0.78411 1.42028 0.47
H -5.36723 -1.93148 1.37366 0.41
N 0.38407 -7.94882 -2.38857 0.04
C 1.64269 -8.48829 -2.33074 -0.37
C 2.52602 -7.47203 -2.05182 -1.05
C 1.77097 -6.27894 -1.93205 0.56
C 0.45570 -6.60248 -2.13986 -0.90
H -0.46157 -8.46158 -2.58176 0.18
H 1.80057 -9.54435 -2.49420 0.39
H 3.59639 -7.57652 -1.94569 0.41
H 2.14839 -5.29024 -1.71634 0.51
H -0.43444 -5.99120 -2.13423 0.24



108
Properties=species:S:1:pos:R:3:mulliken_charge:R:1 method="wB97M-V/def2-TZVPD" gap_ev=3.1 total_charge=-2 lumo_ev=4.0 de_lowest_kj_mol=49.08 homo_energy_ev=0.92 spin_multiplicity=1
Ag 0.96603 -0.13539 1.16178 -0.29
C 2.03479 4.37373 -3.03115 -0.98
C 2.56812 5.33885 -2.01020 1.39
C 3.52218 6.28991 -2.35456 -0.61
C 3.97808 7.23650 -1.44852 -0.66
C 3.47312 7.24051 -0.15610 -0.56
C 2.54537 6.28280 0.22008 -0.75
C 2.09139 5.32685 -0.68782 -0.39
N 1.12311 4.39052 -0.31034 0.46
C 1.29156 2.97606 -0.28927 -0.54
N 2.59314 2.57748 -0.36962 0.19
C 3.16275 1.29334 -0.65183 1.14
C 2.49224 0.10403 -0.34304 -1.14
C 3.15633 -1.05463 -0.78242 0.33
C 4.39403 -1.05894 -1.40945 -0.93
C 5.05772 0.14448 -1.60016 -0.75
C 4.45724 1.33766 -1.22081 1.05
C 5.23646 2.61953 -1.40981 -1.32
N 0.29223 2.19799 -0.17762 1.16
C -1.00985 2.70650 -0.15989 -1.69
C -1.68478 2.95067 -1.35726 0.25
C -2.99813 3.39782 -1.36210 -1.29
C -3.65755 3.59580 -0.15794 -0.79
C -2.98543 3.35406 1.03469 -0.86
C -1.66333 2.91827 1.06858 1.40
C -0.94732 2.65142 2.35756 -0.46
H 2.10052 4.80574 -4.03058 0.58
H 0.99408 4.12963 -2.81710 0.00
H 2.58271 3.42852 -3.02806 0.17
H 3.89596 6.29840 -3.37311 0.38
H 4.71617 7.96886 -1.75098 0.37
H 3.81454 7.97277 0.56495 0.38
H 2.17025 6.24815 1.23618 0.47
H 0.40612 4.70193 0.32720 0.35
H 3.24497 3.33960 -0.40710 -0.06
H 2.69756 -2.01475 -0.56285 0.09
H 4.86012 -1.99391 -1.70629 0.36
H 6.05278 0.16863 -2.03551 0.25
H 6.25378 2.38829 -1.72881 0.39
H 5.32015 3.20218 -0.48459 0.34
H 4.80359 3.28199 -2.16292 0.15
H -1.15741 2.76795 -2.28709 0.84
H -3.50700 3.57037 -2.30398 0.35
H -4.69019 3.92476 -0.14270 0.35
H -3.49993 3.49834 1.97906 0.37
H -1.56693 2.94010 3.20860 0.41
H -0.00460 3.20324 2.41237 0.14
H -0.67316 1.58873 2.46279 -0.25
C -2.33445 -1.35590 1.68622 0.10
C -2.02753 -1.54234 3.13512 -0.51
C -2.87986 -2.25978 3.95167 -0.09
C -2.71202 -2.34826 5.33832 -1.00
C -1.62617 -1.64010 5.88560 -0.62
C -0.74646 -0.90738 5.12542 1.38
C 0.39702 -0.17222 5.75660 -1.46
C -0.86627 -0.79731 3.65992 0.03
N -0.03393 -0.09748 2.95904 -1.13
H -3.14836 -2.01519 1.35447 0.22
H -1.44600 -1.50854 1.06630 -0.40
H -2.62364 -0.31384 1.48576 0.24
H -3.73550 -2.75954 3.48866 0.23
H -3.38875 -2.92439 5.95951 0.32
H -1.46228 -1.67740 6.96452 0.21
H 0.51916 -0.45894 6.80774 0.39
H 0.26088 0.91569 5.70392 0.17
H 1.31947 -0.36551 5.20054 0.23
C -4.89191 0.02578 -2.43716 -1.55
C -3.93030 0.08561 -1.25811 -0.10
As -2.05306 -0.46714 -1.56175 0.66
C -2.43639 -2.33864 -2.07582 -0.41
C -1.24124 -3.00545 -2.74350 -1.20
C -1.80836 0.28515 -3.38364 -0.94
C -0.32143 0.41786 -3.70566 -1.06
H -5.89586 0.35013 -2.14504 0.45
H -4.98403 -0.98444 -2.84173 0.32
H -4.56647 0.67502 -3.25265 0.27
H -4.27602 -0.53677 -0.43061 0.51
H -3.87108 1.10366 -0.86499 -0.13
H -3.31740 -2.38725 -2.72180 0.36
H -2.67548 -2.84383 -1.13656 0.09
H -1.00410 -2.52840 -3.69812 0.34
H -1.42740 -4.06474 -2.94281 0.40
H -0.35520 -2.94841 -2.11110 0.20
H -2.27783 1.27331 -3.37731 0.45
H -2.33460 -0.31828 -4.13050 0.59
H 0.18118 1.04300 -2.96394 0.00
H -0.15533 0.85276 -4.69657 0.43
H 0.18809 -0.54709 -3.67464 0.31
C 1.98901 -6.87199 -0.96407 -1.28
C 1.54625 -6.14084 0.29056 -0.08
N 0.79470 -4.93511 -0.06565 -0.08
C 0.35314 -4.20130 1.09376 -0.27
S 1.29005 -3.12464 1.88496 -0.15
N -0.95357 -4.38048 1.40553 0.31
C -1.75989 -5.52291 1.04429 -0.61
C -1.80596 -6.58261 2.14137 -1.36
H 2.51468 -7.79583 -0.71325 0.42
H 2.66767 -6.24976 -1.55214 0.29
H 1.12928 -7.11367 -1.59120 0.28
H 2.41187 -5.88917 0.91740 0.34
H 0.89765 -6.78282 0.89193 0.11
H 1.43863 -4.30031 -0.52941 0.24
H -1.23682 -3.85209 2.23004 -0.12
H -1.36134 -5.92688 0.11348 0.41
H -2.77555 -5.17292 0.83440 0.40
H -0.80268 -6.93521 2.38615 0.27
H -2.40976 -7.43988 1.83133 0.40
H -2.24202 -6.17032 3.05298 0.37